4 unconnected molecules or ions with the total composition C2H14N2O3. Source: OMol25; level of theory: ωB97M-V/def2-TZVPD.

Properties
HOMO-LUMO gap ... 9.68 eV
Energy above the lowest of the compared OMol25 structures with the same formula, charge and spin ... 120.8 kJ/mol
E_LUMO ... 0.6 eV
HOMO ... -9.1 eV
SMILES string ... CNCN.O.O.O
Spin multiplicity ... 1

Element x y z (Å)
C  2.702  -0.246  -0.715
N  1.320  -0.742  -1.062
C  0.787  0.244  -2.007
N  -0.357  -0.222  -2.770
H  3.259  -0.956  -0.114
H  3.206  0.155  -1.589
H  2.464  0.617  -0.095
H  1.367  -1.604  -1.607
H  1.526  0.494  -2.787
H  0.617  1.191  -1.476
H  -0.981  -0.826  -2.260
H  -0.821  0.539  -3.244
O  1.242  -0.997  1.778
H  1.003  -1.094  0.837
H  0.538  -1.478  2.235
O  -3.261  1.693  0.559
H  -2.902  1.099  1.234
H  -4.041  1.191  0.254
O  -2.751  0.384  3.921
H  -2.864  -0.314  4.544
H  -2.052  0.872  4.363